1.
Below is a cluster of 8 separate species, C33H42O17 in total at a distorted geometry, with properties calculated with ωB97M-V/def2-TZVPD.

Geometry (Å):
O  -2.9100  -3.4080  -4.0749
C  -3.0089  -3.9039  -2.9611
C  -1.9041  -3.7337  -1.9089
C  -1.8429  -4.3559  -0.5472
O  -0.6465  -4.3993  0.0491
C  -2.9228  -5.2233  -0.1105
O  -2.8616  -5.8354  0.9574
C  -3.9218  -5.4229  -1.1455
C  -4.1155  -4.7081  -2.4503
O  -5.0071  -4.9873  -3.4177
H  -1.0017  -3.1395  -2.2083
H  -0.1568  -3.6858  -0.4331
H  -4.6987  -6.1269  -0.8525
H  -4.6154  -4.4374  -4.1011
O  4.3310  4.8014  -0.2938
C  3.1319  4.7517  -0.2727
C  2.3107  5.3518  -1.4109
C  0.8619  5.0965  -1.3499
O  0.1272  5.3993  -2.5411
C  0.0464  4.5642  -0.2691
O  -1.1391  4.4863  -0.3398
C  0.8382  4.0350  0.8107
C  2.4305  3.9592  0.7427
O  3.0950  3.3664  1.7769
H  2.7561  5.5624  -2.4005
H  0.8012  5.8005  -3.2359
H  0.4140  3.5021  1.6061
H  4.0012  3.4454  1.4531
O  -1.8067  2.1186  3.2958
C  -2.5644  3.0209  3.4495
C  -2.2586  4.3657  2.9945
C  -3.2169  5.5792  3.2698
O  -3.0773  6.7805  2.6705
C  -4.4172  5.3466  3.9610
O  -5.2173  6.2483  4.2670
C  -4.7827  4.0211  4.3697
C  -3.8486  2.8650  4.1615
O  -4.1779  1.5434  4.5234
H  -1.3338  4.6480  2.4483
H  -2.2866  6.8257  2.5166
H  -5.6894  3.6420  5.0063
H  -3.5122  0.9873  3.9868
C  -1.8322  -2.5939  2.7328
C  -2.8138  -1.3986  2.4575
C  -2.9352  -1.0826  1.0317
O  -3.4050  -0.9441  3.4283
H  -2.1053  -3.4155  2.0812
H  -1.9428  -2.6628  3.7509
H  -0.7315  -2.2765  2.7242
H  -3.9433  -1.2149  0.4975
H  -2.3184  -1.5779  0.4796
H  -2.8644  -0.1161  0.8116
C  4.4141  0.3967  -3.1091
C  3.7551  0.8053  -1.8614
C  4.4422  0.6710  -0.5010
O  2.5838  1.2092  -1.8582
H  3.6470  -0.0038  -3.8142
H  5.1188  -0.3797  -2.9280
H  4.9946  1.1755  -3.4785
H  4.7352  -0.2659  -0.4358
H  3.7189  0.6601  0.4169
H  5.2299  1.3964  -0.2429
C  3.2289  -1.7045  3.7699
C  2.1556  -2.8638  3.5467
C  1.9605  -3.5189  2.2196
O  1.3796  -3.1211  4.5306
H  2.8808  -0.9749  4.6563
H  3.3284  -1.0583  2.9394
H  4.1340  -2.2290  4.1685
H  2.9706  -3.5060  1.5417
H  1.1790  -3.0651  1.5199
H  1.6674  -4.6876  2.3795
C  2.9972  -2.4387  -5.8209
C  1.7196  -1.5901  -5.7659
C  0.9739  -1.6380  -4.4629
O  1.2973  -0.8830  -6.6508
H  2.9425  -3.5420  -5.5758
H  3.7937  -2.0135  -5.1075
H  3.5388  -2.5395  -6.7784
H  0.5717  -2.5165  -4.4678
H  0.2264  -0.9743  -4.3776
H  1.7796  -1.6004  -3.5775
C  0.7613  0.2215  0.7675
C  0.1910  -0.6373  -0.3552
C  -0.5199  0.1388  -1.4611
O  0.1263  -1.8606  -0.3658
H  1.0718  -0.6661  1.4599
H  0.0784  0.7152  1.4704
H  1.6505  0.6702  0.4393
H  -0.6744  -0.5791  -2.3578
H  0.2282  0.9462  -1.6576
H  -1.5890  0.3871  -0.8014

Calculated values
SMILES: O=C1C=C(O)C(=O)C=C1O.O=C1C=C(O)C(=O)C=C1O.O=C1C=C(O)C(=O)C=C1O.CC(C)=O.CC(C)=O.CC(C)=O.CC(C)=O.CC(C)=O
Strongest force on any atom: 0.2800 Eh/bohr
Total energy: -69693.822 eV
Spin multiplicity: 1
Orbital gap: 6.30 eV

=====

2.
Below is a structure of composition C33H42O6Ti, with properties calculated with ωB97M-V/def2-TZVPD.

Geometry (Å):
Ti  -0.6027  0.4573  -0.5433
C  2.0836  1.2705  -1.7993
C  1.6794  0.1013  -2.6400
O  0.8346  -0.7090  -1.8143
C  0.4947  -1.9976  -2.3464
C  -0.9968  -2.2158  -2.1728
O  -1.4698  -1.6061  -0.9510
C  -1.9097  -2.5675  0.0353
C  -0.7088  -3.1622  0.7715
O  0.3594  -2.2291  0.6987
C  1.5278  -2.6807  1.3848
C  2.7537  -2.0616  0.7487
O  2.6743  -0.6515  0.6243
C  2.8158  0.0801  1.8309
C  1.4592  0.5297  2.3151
O  0.7452  1.2063  1.2654
C  0.9968  2.6031  1.1489
C  1.1480  2.9642  -0.3390
O  0.8811  1.8020  -1.1670
H  2.5247  2.0536  -2.4159
H  2.7655  0.9659  -1.0063
H  1.1240  0.4023  -3.5321
H  2.5700  -0.4533  -2.9411
H  1.0894  -2.7436  -1.8222
H  0.7357  -2.0317  -3.4104
H  -1.1998  -3.2855  -2.1388
H  -1.5727  -1.7876  -2.9893
H  -2.4787  -3.3429  -0.4751
H  -2.5899  -2.0441  0.6974
H  -0.3937  -4.1103  0.3248
H  -0.9907  -3.3620  1.8106
H  1.6135  -3.7689  1.3018
H  1.4456  -2.4399  2.4500
H  2.8777  -2.4432  -0.2650
H  3.6373  -2.3528  1.3253
H  3.4672  0.9344  1.6281
H  3.2962  -0.5157  2.6135
H  1.5413  1.1958  3.1768
H  0.8350  -0.3131  2.5986
H  1.9052  2.8624  1.6924
H  0.1564  3.1420  1.5888
H  2.1588  3.2952  -0.5687
H  0.4482  3.7375  -0.6466
C  -5.4729  5.4733  0.9819
C  -5.5552  4.1256  1.3227
C  -4.5156  3.2691  1.0140
C  -3.3848  3.7501  0.3451
C  -3.3331  5.0946  -0.0307
C  -4.3608  5.9590  0.3075
C  -2.3032  2.8674  -0.0821
C  -1.8396  1.7096  0.4589
C  -2.0608  1.2990  1.8810
C  -1.8411  -0.0185  2.2663
C  -1.9342  -0.4447  3.5829
C  -2.2547  0.4746  4.5697
C  -2.4407  1.8062  4.2186
C  -2.3361  2.2165  2.8985
H  -6.2868  6.1416  1.2299
H  -6.4336  3.7479  1.8283
H  -4.5813  2.2207  1.2767
H  -2.4785  5.4626  -0.5876
H  -4.3046  7.0029  0.0305
H  -1.8256  3.2196  -0.9898
H  -1.5445  -0.7613  1.5344
H  -1.7624  -1.4824  3.8412
H  -2.3495  0.1604  5.6003
H  -2.6684  2.5374  4.9831
H  -2.4721  3.2638  2.6653
C  -1.6209  0.8032  -2.3675
C  -1.9189  2.1503  -2.9388
C  -0.9223  2.9618  -3.4815
C  -1.2261  4.2157  -3.9910
C  -2.5381  4.6751  -3.9746
C  -3.5422  3.8659  -3.4625
C  -3.2335  2.6137  -2.9516
H  -2.5480  0.2552  -2.1793
H  -1.0195  0.2313  -3.0769
H  0.1024  2.6111  -3.5207
H  -0.4429  4.8301  -4.4152
H  -2.7764  5.6506  -4.3764
H  -4.5691  4.2072  -3.4611
H  -4.0235  1.9922  -2.5445

Calculated values
Strongest force on any atom: 0.0108 Eh/bohr
Total energy: -70285.501 eV
Spin multiplicity: 1
Total charge: +2
Orbital gap: 6.38 eV